(1)
# C3H4O4

The molecule C3H4O4 in a non-equilibrium geometry (ωB97M-V/def2-TZVPD, the OMol25 dataset).

DFT total energy, eV: -11363.547
Net charge: 0
SMILES: O=C(O)CC(=O)O
Gap between HOMO and LUMO, eV: 10.3
Multiplicity: 1

Atoms and positions in Å:
O  -0.8681  1.4845  0.2193
C  -1.1539  0.3082  -0.0546
O  -2.3087  -0.2745  -0.3934
C  0.0353  -0.5977  0.0323
C  1.4615  0.0275  -0.1841
O  2.3593  -0.7874  -0.0032
O  1.7439  1.3698  -0.3445
H  -2.0116  -1.2970  0.0616
H  -0.0999  -1.6942  -0.4996
H  -0.0778  -0.5947  1.3603
H  0.9202  2.0556  -0.1939

***

(2)
# C25H25IrN7O2

A structure of composition C25H25IrN7O2 (ωB97M-V/def2-TZVPD, the OMol25 dataset).

Expectation value of S²: 0.7959
DFT total energy, eV: -43681.636
Net charge: +2
Gap between HOMO and LUMO (alpha / beta), eV: 5.9 / 3.7
Multiplicity: 2

Atoms and positions in Å:
Ir  0.9735  -0.7680  -0.7567
O  0.7572  1.2689  -0.9217
C  1.6799  2.1323  -0.9981
C  1.2625  3.5001  -1.1359
C  2.1794  4.5067  -1.2514
C  3.5492  4.2070  -1.2374
C  3.9933  2.8876  -1.0940
C  3.1082  1.8359  -0.9688
C  3.6682  0.5031  -0.7947
N  2.9716  -0.5583  -0.6509
C  3.5806  -1.8695  -0.3521
C  2.7968  -2.9410  -1.0994
N  1.3553  -2.6950  -0.9016
C  0.4866  -3.6583  -0.8687
C  -0.9235  -3.4816  -0.8595
C  -1.7282  -4.6476  -0.7640
C  -3.0878  -4.5753  -0.8497
C  -3.6979  -3.3215  -1.0528
C  -2.9545  -2.1754  -1.1575
C  -1.5513  -2.2194  -1.0576
O  -0.9153  -1.0717  -1.1620
H  0.1943  3.6755  -1.1404
H  1.8549  5.5328  -1.3556
H  4.2752  5.0026  -1.3360
H  5.0582  2.6898  -1.0832
H  4.7542  0.4281  -0.7677
H  3.4721  -2.0153  0.7258
H  4.6396  -1.8930  -0.6082
H  3.0825  -3.9411  -0.7732
H  3.0071  -2.8591  -2.1679
H  0.8688  -4.6773  -0.8968
H  -1.2371  -5.6038  -0.6297
H  -3.6923  -5.4677  -0.7766
H  -4.7759  -3.2620  -1.1291
H  -3.4131  -1.2079  -1.3111
N  0.2296  -0.2900  5.3006
C  0.4296  -0.4060  3.9849
C  1.3361  0.4277  3.2956
C  1.5055  0.2823  1.9495
N  0.8459  -0.6462  1.2262
C  -0.0273  -1.4502  1.8684
C  -0.2548  -1.3654  3.2116
H  0.7200  0.3971  5.8468
H  -0.4188  -0.8870  5.7847
H  1.8955  1.1909  3.8186
H  2.1856  0.9281  1.4156
H  -0.5526  -2.1808  1.2688
H  -0.9685  -2.0392  3.6655
N  -4.2625  3.7596  -2.5194
C  -3.8046  3.1157  -1.4189
C  -2.6298  2.3315  -1.4470
N  -2.1922  1.6965  -0.3797
C  -2.9055  1.8257  0.7445
C  -4.0491  2.6026  0.7749
N  -4.5025  3.2486  -0.2933
H  -3.8142  3.6729  -3.4111
H  -5.1129  4.2898  -2.4475
H  -2.0633  2.2212  -2.3683
H  -2.5571  1.3010  1.6261
H  -4.6243  2.7128  1.6871

***

(3)
# C6H13N

The molecule C6H13N in a non-equilibrium geometry (ωB97M-V/def2-TZVPD, the OMol25 dataset).

DFT total energy, eV: -7922.123
Net charge: 0
SMILES: C=C(CC)CCN
Gap between HOMO and LUMO, eV: 10.1
Multiplicity: 1

Atoms and positions in Å:
C  1.6859  1.2569  0.4982
C  0.6974  0.4127  0.2263
C  0.9949  -0.9920  -0.2747
C  0.9170  -2.0531  0.8195
C  -0.7149  0.7300  0.7172
C  -1.8283  0.3580  -0.2378
N  -1.5295  0.6866  -1.6383
H  1.5374  2.2149  0.9835
H  2.7102  1.0804  0.1884
H  0.3548  -1.2094  -1.1287
H  2.0056  -0.9487  -0.6899
H  1.5497  -2.9137  0.6183
H  -0.1113  -2.3306  1.0422
H  1.3151  -1.6181  1.7417
H  -0.7914  0.2048  1.6728
H  -0.7876  1.7961  0.9278
H  -2.1519  -0.6856  -0.1656
H  -2.7478  0.8998  -0.0150
H  -0.6253  0.4123  -1.9900
H  -2.2159  0.2595  -2.2447

***

(4)
# C5H10O

The molecule C5H10O (ωB97M-V/def2-TZVPD, the OMol25 dataset).

DFT total energy, eV: -7389.629
Net charge: 0
Gap between HOMO and LUMO, eV: 8.9
Multiplicity: 1

Atoms and positions in Å:
C  1.4566  1.0068  1.0008
C  0.6150  1.2100  -0.2675
C  -0.8075  0.6044  -0.3291
C  0.0452  -1.5610  0.0352
C  -1.3407  -1.9127  -0.2777
O  -0.9284  -0.6997  -1.0224
H  1.6548  -0.0505  1.1737
H  0.9447  1.4028  1.8865
H  2.4118  1.5426  0.9134
H  1.1822  0.8843  -1.1479
H  0.4686  2.2923  -0.4038
H  -1.4249  1.2367  -0.9661
H  -1.2404  0.5178  0.6715
H  0.6921  -2.0183  -0.7208
H  -1.5707  -2.7252  -0.9733
H  -2.1584  -1.7302  0.4275

***

(5)
# C16H28InN2O7

A structure of composition C16H28InN2O7 in a non-equilibrium geometry (ωB97M-V/def2-TZVPD, the OMol25 dataset).

DFT total energy, eV: -39520.535
Net charge: +1
Gap between HOMO and LUMO, eV: 3.4
Multiplicity: 1

Atoms and positions in Å:
In  1.5373  0.2004  -0.2755
C  -2.5204  1.1473  2.6690
C  -1.2328  0.9212  2.0785
C  -0.0590  1.6444  2.7066
O  1.0738  1.3330  2.3603
C  -0.3269  2.6128  3.7562
C  -1.6211  2.7733  4.3822
C  -2.7759  2.0109  3.8022
O  -3.8726  2.1806  4.2105
O  -1.7566  3.4518  5.3348
O  -1.0070  0.1442  1.1873
H  -3.3697  0.5984  2.2698
H  0.5485  3.0767  4.2041
C  -1.2376  -4.6310  0.0055
C  -0.6158  -3.2378  0.3250
C  0.7639  -3.4091  0.8708
O  1.2892  -2.1830  1.3765
C  1.0579  -1.9525  2.7407
N  -0.5891  -2.3460  -0.8641
H  -1.3043  -5.2119  0.9294
H  -0.6086  -5.1876  -0.6906
H  -2.2497  -4.4885  -0.3625
H  -1.3215  -2.8385  1.0580
H  1.4620  -3.7105  0.0843
H  0.7935  -4.2055  1.6286
H  1.2756  -2.8586  3.3278
H  0.0090  -1.7026  2.9714
H  1.7049  -1.1581  3.1004
H  -1.4870  -1.8726  -0.9212
H  -0.5099  -2.9045  -1.7094
C  -0.2198  3.6970  0.0080
O  -0.0913  2.4533  -0.6621
C  -1.1506  2.1458  -1.5153
C  -0.5679  1.2399  -2.5897
N  -0.0496  0.0128  -1.9413
C  0.7371  -0.8370  -2.8279
C  1.8776  -0.0946  -3.4723
O  2.4734  0.7361  -2.5129
C  3.5145  1.5044  -3.0407
H  -1.2125  3.7796  0.4984
H  -0.2532  4.5415  -0.6951
H  0.5730  3.8127  0.7359
H  -1.6586  2.9916  -2.0013
H  -1.9578  1.6447  -0.9465
H  0.2757  1.8085  -2.9890
H  -1.2997  1.0372  -3.3775
H  -0.8915  -0.5045  -1.6911
H  0.1505  -1.3467  -3.6053
H  1.1548  -1.6490  -2.2176
H  1.5067  0.4837  -4.3315
H  2.6086  -0.8093  -3.8633
H  4.0037  2.0277  -2.2197
H  3.1526  2.2424  -3.7656
H  4.2742  0.8851  -3.5330

***

ΔE to the lowest compared entry with this formula, charge and spin, respectively: 56.9; 27.1; 16.4; 118.4; 14.7 kcal/mol.